Density functional theory data (ωB97M-V with the def2-TZVPD basis set) for a structure of composition C4H18O7 in a non-equilibrium geometry.

Geometry as XYZ:
```
29
Properties=species:S:1:pos:R:3
O 0.3647 1.8973 -0.5176
H 0.2501 0.9804 -0.7674
H -0.5151 2.1945 -0.2854
O -1.4139 2.0989 0.0853
H -1.2571 2.7775 0.7419
H -2.3187 1.8248 0.2347
O 1.6392 -0.5039 0.4916
H 2.2139 -0.7923 1.2006
H 1.0024 0.0702 0.9173
C -0.9917 -0.2825 1.0627
C -0.5969 0.8575 2.0347
O 0.6194 1.4340 1.6148
O -0.3630 -1.5389 1.0847
H -1.0323 0.0121 0.0141
H -1.9700 -0.6022 1.4216
H -0.5293 0.4889 3.0583
H -1.3551 1.6256 1.8821
H 0.5985 1.9469 0.8036
H -0.2241 -1.8386 1.9861
C -0.3033 -1.1711 -1.5531
C 0.9863 -1.8585 -1.9855
O 1.5717 -1.1779 -3.0927
O 0.1764 -0.0348 -0.8022
H -0.7764 -1.8308 -0.8257
H -0.7908 -0.9863 -2.5104
H 0.7100 -2.8526 -2.3369
H 1.7470 -2.0252 -1.2229
H 1.9219 -0.3674 -2.7158
H 0.6364 -0.3455 -0.0190
```

## Properties
LUMO energy = 0.2 eV
Relative energy (zero: lowest compared OMol25 entry of this formula, charge and spin) = 365.2 kcal per mole
Total charge = 0
Gap between HOMO and LUMO = 0.3194 Eh
DFT total energy = -689.33191 a.u.

***

Density functional theory data (ωB97M-V with the def2-TZVPD basis set) for a structure of composition CS4 in a non-equilibrium geometry.

Geometry as XYZ:
```
5
Properties=species:S:1:pos:R:3
C 0.4698 -0.0538 -0.2444
S 1.8964 -0.1977 -0.9659
S -0.2302 -0.9435 1.1361
S -0.8912 1.0600 -0.5700
S -2.0292 0.2248 1.0523
```

## Properties
LUMO energy = -0.9 eV
Relative energy (zero: lowest compared OMol25 entry of this formula, charge and spin) = 0.0 kcal per mole
Total charge = 0
Gap between HOMO and LUMO = 0.2900 Eh
DFT total energy = -1630.82850 a.u.

***

Density functional theory data (ωB97M-V with the def2-TZVPD basis set) for a cluster of 13 separate species, C16H58N6O13 in total in a non-equilibrium geometry.

Geometry as XYZ:
```
93
Properties=species:S:1:pos:R:3
C -6.9550 11.9540 -4.3790
C -6.9560 11.5100 -2.9350
O -6.5670 12.5720 -2.1260
H -7.6550 12.7920 -4.4650
H -7.4030 11.2090 -4.9680
H -6.0540 12.3200 -4.8000
H -6.3110 10.6800 -2.8040
H -7.9330 11.1850 -2.6680
H -5.7100 12.9350 -2.3810
C -4.6640 9.5840 -5.1350
C -3.4010 9.0400 -5.7750
O -2.3230 9.1390 -4.8780
H -5.0030 9.1380 -4.2150
H -5.4870 9.4390 -5.8490
H -4.5700 10.6140 -4.9170
H -3.0790 9.6010 -6.6640
H -3.6120 8.0420 -6.0400
H -1.6050 9.3080 -5.5080
C -3.6140 8.7530 -12.5190
C -5.0810 8.8870 -12.2180
O -5.3560 10.0760 -11.5570
H -3.3250 9.6160 -13.1000
H -3.4470 7.8620 -13.1390
H -3.0140 8.6920 -11.6240
H -5.3360 7.9600 -11.6820
H -5.7770 8.8700 -13.0830
H -6.3270 10.0650 -11.4150
C -7.0060 8.2610 -8.3770
O -7.6250 9.3700 -8.7770
N -5.7690 8.1150 -8.3620
N -7.6660 7.2710 -7.9750
H -5.2310 8.9510 -8.5950
H -5.2530 7.3950 -7.8560
H -8.6710 7.3060 -8.1050
H -7.1700 6.3990 -7.7620
C -2.1860 12.0210 -10.6500
O -2.1310 11.7830 -9.2400
N -1.4690 12.9280 -11.2320
N -3.0780 11.5420 -11.4430
H -0.6580 13.2860 -10.6800
H -1.3790 13.0450 -12.2750
H -3.8260 10.8730 -11.1120
H -3.1170 11.7980 -12.4220
C -8.3580 12.9940 -10.2120
O -9.7110 12.9380 -10.1250
N -7.6650 13.9840 -10.6060
N -7.5520 11.9760 -9.9270
H -8.2340 14.7300 -10.9790
H -6.6880 13.9630 -10.8660
H -8.1500 11.1830 -9.6480
H -6.5800 11.8570 -9.9490
C -1.9810 12.4430 -5.3760
O -1.3910 13.6460 -5.0800
H -2.8250 12.1480 -4.8250
H -1.2890 11.6190 -5.2210
H -2.2260 12.4270 -6.4080
H -2.0860 14.3200 -4.9630
C -3.5200 14.8510 -7.5270
O -4.3670 14.5780 -6.4440
H -2.6120 15.2800 -7.1950
H -4.0280 15.5130 -8.2440
H -3.2650 13.9650 -8.1270
H -5.2360 14.3230 -6.7880
C -1.8830 8.1820 -9.2160
O -0.7890 7.3860 -9.6720
H -2.0040 8.1770 -8.1190
H -2.8490 7.8080 -9.6680
H -1.8590 9.1710 -9.5820
H 0.0890 7.8090 -9.5230
C -4.3600 14.6540 -10.8930
O -5.0480 13.4130 -11.1010
H -3.9220 14.9820 -11.8540
H -3.5640 14.4650 -10.1990
H -5.0730 15.3680 -10.4890
H -4.3220 12.7870 -11.3160
C -9.3490 11.5290 -6.8530
O -9.8780 10.2430 -6.6810
H -8.3270 11.4180 -7.1780
H -9.2680 12.1680 -5.9610
H -9.8730 12.0550 -7.6510
H -9.5250 9.6320 -7.2660
C -7.7230 14.6190 -7.2280
O -6.6710 14.7690 -8.1650
H -8.0070 15.5760 -6.7650
H -7.4570 13.9130 -6.4280
H -8.5950 14.2610 -7.6940
H -7.0000 14.4720 -9.0170
C -5.0570 11.6650 -7.9690
O -4.5250 10.7740 -8.9130
H -4.4940 11.5950 -7.0830
H -5.9990 11.2910 -7.6850
H -5.3230 12.7100 -8.2740
H -3.6530 11.1800 -9.0910
```

## Properties
LUMO energy = -0.3 eV
Relative energy (zero: lowest compared OMol25 entry of this formula, charge and spin) = 47.7 kcal per mole
Total charge = 0
Gap between HOMO and LUMO = 0.3220 Eh
DFT total energy = -1950.88408 a.u.

***

Density functional theory data (ωB97M-V with the def2-TZVPD basis set) for a cluster of 7 separate species, C18H39B3NO29PS6 in total in a non-equilibrium geometry.

Geometry as XYZ:
```
97
Properties=species:S:1:pos:R:3
C -3.4077 3.0556 4.6980
C -2.2100 2.7426 3.6107
O -1.6533 4.0385 3.2480
C -0.2086 4.1090 3.4458
B 0.5028 3.8473 2.0013
O 0.9814 2.4701 1.7384
B -0.0227 1.9491 0.8070
C -0.8193 0.5384 0.9583
C 0.3708 -0.7339 1.0970
C 1.3647 -0.6014 2.4680
O 1.8322 -0.2906 0.9544
O -0.3594 2.7994 -0.3290
B 0.3424 4.0687 -0.2999
P 0.8019 4.8052 -2.0426
N 0.9599 3.5203 -3.0430
O 0.6744 4.8154 0.9285
H -4.4269 3.0634 4.1316
H -3.4228 2.2571 5.5332
H -3.2560 4.1172 5.1637
H -2.6820 2.2246 2.6719
H -1.4542 1.9877 4.0409
H 0.0521 5.1690 3.8403
H 0.2237 3.3470 4.1938
H -1.4117 0.2602 -0.0119
H -1.4686 0.4598 1.9065
H 0.0414 -1.8542 0.7443
H 1.8926 -1.5724 2.8222
H 1.3042 0.3362 3.1279
H 2.0367 5.5507 -2.0115
H -0.3313 5.5970 -2.4770
H 0.2737 3.5789 -3.8150
O -1.8324 -5.9556 -0.4942
S -0.9219 -4.8457 -0.5264
O -0.6184 -4.0512 0.6303
O -1.3747 -3.8506 -1.7314
C -0.2986 -3.7080 -2.6571
C 0.4915 -5.0075 -2.5654
O 0.4762 -5.3564 -1.1817
H 0.3105 -2.8543 -2.3439
H -0.6845 -3.5286 -3.6631
H 1.5165 -4.8969 -2.9224
H -0.0029 -5.8103 -3.1219
O 1.0375 -6.9948 -0.5443
S 0.6695 -7.7413 0.6310
O 0.4289 -7.1213 1.9019
O 1.7513 -8.9419 0.8352
C 1.0768 -10.1988 0.8245
C -0.1548 -9.9895 -0.0471
O -0.6108 -8.6735 0.2628
H 0.7951 -10.4433 1.8531
H 1.7318 -10.9793 0.4329
H -0.9357 -10.7245 0.1532
H 0.1048 -10.0155 -1.1100
O -3.7696 -2.4927 -0.5837
S -3.9759 -3.1696 -1.8340
O -3.1816 -4.2872 -2.2529
O -3.9702 -2.0573 -3.0183
C -5.2092 -2.1038 -3.7238
C -6.2345 -2.5976 -2.7116
O -5.5479 -3.5810 -1.9379
H -5.1027 -2.8094 -4.5531
H -5.4604 -1.1169 -4.1175
H -7.1162 -3.0283 -3.1882
H -6.5426 -1.7921 -2.0377
O 1.6683 6.1496 5.0489
S 2.5815 7.2575 4.9980
O 2.8927 8.0641 6.1417
O 2.1248 8.2345 3.7823
C 3.1951 8.3652 2.8468
C 3.9843 7.0673 2.9519
O 3.9745 6.7383 4.3403
H 3.8049 9.2232 3.1447
H 2.8042 8.5300 1.8411
H 5.0073 7.1716 2.5878
H 3.4861 6.2577 2.4093
O 7.9532 0.2675 2.4115
S 7.4793 0.0209 1.0784
O 8.3423 0.0197 -0.0677
O 6.2346 1.0246 0.7895
C 5.0713 0.2614 0.4660
C 5.2433 -1.0654 1.1915
O 6.6346 -1.3680 1.0869
H 5.0488 0.1181 -0.6183
H 4.1693 0.7893 0.7806
H 4.6414 -1.8614 0.7512
H 4.9973 -0.9691 2.2536
O -5.4423 1.3893 -5.6284
S -4.0913 1.6469 -6.0443
O -3.6147 1.3645 -7.3670
O -3.0901 0.9474 -4.9723
C -2.2360 1.9382 -4.3986
C -3.0331 3.2346 -4.4469
O -3.7359 3.1928 -5.6888
H -1.3332 2.0067 -5.0128
H -1.9606 1.6608 -3.3795
H -2.3946 4.1177 -4.3951
H -3.7728 3.2732 -3.6413
```

## Properties
LUMO energy = -0.5 eV
Total charge = 0
SMILES = CCOCB1OB(C[C@@H]2CO2)OB([PH2]=N)O1.O=S1(=O)OCCO1.O=S1(=O)OCCO1.O=S1(=O)OCCO1.O=S1(=O)OCCO1.O=S1(=O)OCCO1.O=S1(=O)OCCO1
Gap between HOMO and LUMO = 0.3031 Eh
DFT total energy = -5750.74492 a.u.